{"formula": "C5H11O4Pm", "method": "ωB97M-V with the def2-TZVPD basis set", "species": ["C", "O", "H", "H", "H", "O", "C", "C", "O", "C", "C", "O", "Pm", "H", "H", "H", "H", "H", "H", "H", "H"], "positions_angstrom": [[1.04798, -3.55021, 2.28455], [1.15754, -2.16509, 2.49288], [1.85556, -4.03254, 2.85032], [0.08119, -3.94485, 2.63395], [1.16768, -3.80082, 1.21476], [-2.10508, 2.70027, -2.85790], [-1.92615, 3.98296, -2.84270], [1.60147, 2.07718, -2.24939], [0.79006, 2.55165, -1.35591], [0.58805, -1.32556, 1.49059], [-0.93576, -1.25624, 1.48996], [-1.48616, -0.39346, 0.56443], [-1.29251, 1.42381, -1.00770], [-2.50675, 4.57704, -2.11383], [-1.73750, 4.48777, -3.80484], [2.20485, 2.79707, -2.82668], [2.11169, 1.12434, -2.02214], [0.98691, -0.32204, 1.70448], [0.93588, -1.66093, 0.49330], [-1.22869, -0.98009, 2.52588], [-1.31026, -2.29028, 1.33597]], "forces_ev_per_a": [[-0.1, -0.4, -0.2], [-0.3, 0.8, -0.3], [-0.3, 0.1, -0.1], [0.2, 0.1, -0.1], [0.0, 0.0, 0.3], [1.0, 4.0, 0.2], [-3.2, -3.4, -1.4], [0.1, 1.8, 3.8], [1.3, -1.4, -2.6], [0.5, -0.1, 0.0], [-0.3, -1.1, 1.2], [0.6, 2.6, -2.3], [0.2, -2.5, 2.2], [1.0, -0.1, 0.4], [1.0, -0.2, 0.4], [-0.8, -0.2, -0.5], [-0.8, -0.2, -0.6], [0.0, -0.2, -0.2], [0.0, 0.1, 0.1], [0.0, -0.1, -0.4], [0.0, 0.4, 0.0]], "multiplicity": 6, "gap_ev": [5.20, 6.11], "charge": 1, "s_squared": 8.762, "relative_energy_ev": 0.000}